Molecular formula: C6H4N4O
Method: DFT, ωB97M-V with the def2-TZVPD basis set

Each line ends with the Mulliken charge.
Cartesian coordinates (Å):
O  -0.45  0.65  -0.20  -0.31
N  1.39  2.01  0.10  -0.49
N  0.37  -1.43  -0.10  -0.57
N  3.89  -1.00  0.72  -0.49
N  -3.72  0.40  1.05  -0.42
C  2.76  -0.80  0.44  0.01
C  1.42  -0.43  0.15  0.38
C  0.90  0.78  -0.12  0.37
C  -2.97  -0.31  0.51  0.28
C  -0.65  -0.67  -0.18  0.56
C  -2.03  -1.08  -0.35  -0.42
H  2.40  2.06  -0.01  0.29
H  1.14  2.88  -0.39  0.29
H  -2.16  -2.19  -0.24  0.29
H  -2.29  -0.85  -1.37  0.24

Results
HOMO (eV): -9.17
Charge: 0
Energy above the lowest of the compared OMol25 structures with the same formula, charge and spin (kcal/mol): 6.6
SMILES: N#CCc1nc(C#N)c(N)o1
E_tot (a.u.): -525.2612
2S+1: 1


Molecular formula: CHIN2
Method: DFT, ωB97M-V with the def2-TZVPD basis set

Each line ends with the Mulliken charge.
Cartesian coordinates (Å):
I  -1.68  -1.33  0.24  0.21
N  0.24  2.01  -0.15  -0.36
N  0.17  -0.49  0.14  -0.53
C  0.34  0.87  -0.02  0.39
H  0.93  -1.05  -0.21  0.29

Results
HOMO (eV): -9.64
Charge: 0
Energy above the lowest of the compared OMol25 structures with the same formula, charge and spin (kcal/mol): 0.7
SMILES: N#CNI
E_tot (a.u.): -445.8575
2S+1: 1


Molecular formula: C9H21N3O3
Method: DFT, ωB97M-V with the def2-TZVPD basis set

Each line ends with the Löwdin spin population.
Cartesian coordinates (Å):
O  -1.84  1.39  -1.17  0.00
O  4.49  -2.47  1.80  0.00
O  -2.73  -2.47  -3.97  0.28
N  0.05  2.04  0.03  0.00
N  4.77  -0.63  3.18  0.00
N  -4.72  -1.63  -3.45  0.49
C  5.74  0.17  3.90  0.00
C  5.12  -1.55  2.25  0.00
C  -1.26  1.91  -0.23  0.00
C  -5.45  -0.52  -2.89  0.06
C  3.49  -0.42  3.71  0.00
C  0.33  2.43  1.39  0.00
C  -3.37  -1.64  -3.43  0.01
C  -5.53  -2.48  -4.31  0.05
C  1.17  1.91  -0.92  0.00
H  5.36  1.17  4.11  0.00
H  5.93  -0.34  4.85  0.00
H  0.82  1.92  -1.95  0.00
H  3.39  0.41  4.41  0.00
H  1.76  1.02  -0.70  0.00
H  -6.16  -1.06  -2.25  0.03
H  -1.87  2.19  0.64  0.00
H  -0.47  2.23  2.10  0.00
H  1.66  2.87  -0.82  0.00
H  3.16  -1.37  4.12  0.00
H  -5.81  -1.89  -5.19  0.03
H  -5.21  -3.51  -4.44  0.00
H  -6.51  -2.43  -3.84  0.02
H  -4.94  0.03  -2.10  0.00
H  -6.07  0.05  -3.58  0.02
H  -2.97  -0.82  -2.82  0.00
H  0.99  3.27  1.60  0.00
H  2.85  -0.23  2.85  0.00
H  0.98  1.62  1.72  0.00
H  6.20  -1.43  2.12  0.00
H  6.64  0.27  3.30  0.00

Results
HOMO (spin up / spin down) (eV): -10.81 / -10.81
Charge: +1
Energy above the lowest of the compared OMol25 structures with the same formula, charge and spin (kcal/mol): 0.0
<S²>: 0.772
E_tot (a.u.): -745.1200
2S+1: 2


Molecular formula: C9H15CdIN4S2
Method: DFT, ωB97M-V with the def2-TZVPD basis set

Each line ends with the Mulliken charge.
Cartesian coordinates (Å):
I  0.34  -2.98  -0.24  0.09
Cd  0.53  -0.01  -2.28  0.65
S  -2.94  -1.11  2.26  -0.24
S  3.31  -0.58  1.74  -0.24
N  -3.59  -0.61  -0.32  -0.38
N  3.48  -0.21  -0.91  -0.34
N  -1.44  -0.03  0.44  -0.06
N  1.37  0.12  0.13  0.03
C  -2.65  -0.48  0.64  0.36
C  0.80  -0.06  1.40  -0.25
C  1.72  -0.42  2.38  -0.34
C  -0.43  -2.76  -2.21  -0.83
C  -0.63  -0.18  1.56  -0.11
C  2.67  -0.12  0.17  0.49
C  1.42  1.84  -2.83  -1.34
C  -1.32  -0.69  2.66  -0.48
C  -1.07  1.57  -1.98  -1.32
H  1.74  2.33  -1.91  0.40
H  -1.49  -3.05  -2.16  0.31
H  2.32  1.63  -3.44  0.28
H  -0.87  -0.85  3.63  0.34
H  -3.41  -0.23  -1.23  0.23
H  -1.14  1.45  -0.91  0.39
H  3.22  0.25  -1.77  0.13
H  4.46  -0.34  -0.70  0.22
H  -2.00  1.27  -2.46  0.15
H  -0.24  -1.82  -2.73  0.16
H  -4.54  -0.85  -0.03  0.20
H  -0.81  2.61  -2.19  0.46
H  0.12  -3.55  -2.70  0.36
H  0.76  2.52  -3.39  0.33
H  1.45  -0.63  3.41  0.34

Results
HOMO (spin up / spin down) (eV): -5.71 / -5.71
Charge: 0
Energy above the lowest of the compared OMol25 structures with the same formula, charge and spin (kcal/mol): 57.3
E_tot (a.u.): -1832.5975
2S+1: 1


Molecular formula: C5H5PS
Method: DFT, ωB97M-V with the def2-TZVPD basis set

Each line ends with the Mulliken charge.
Cartesian coordinates (Å):
S  3.23  0.00  -0.04  -0.29
P  0.60  1.95  0.14  -0.13
C  0.84  -1.56  0.23  0.25
C  -1.23  -0.07  -0.13  -0.11
C  -0.55  -1.20  0.02  -0.22
C  -0.95  1.31  0.01  -0.18
C  1.83  -0.71  0.16  -0.29
H  0.41  3.33  0.00  0.02
H  -1.12  -2.19  -0.21  0.18
H  -1.87  1.83  -0.42  0.23
H  1.14  -2.52  0.60  0.35
H  -2.34  -0.17  -0.36  0.19

Results
HOMO (spin up / spin down) (eV): -7.85 / -7.85
Charge: 0
Energy above the lowest of the compared OMol25 structures with the same formula, charge and spin (kcal/mol): 51.0
SMILES: [H]/P=C/C=C\C=C=S
E_tot (a.u.): -932.9163
2S+1: 1